1:
{
  "formula": "C4H12N2O",
  "method": "ωB97M-V/def2-TZVPD",
  "species": ["C", "O", "C", "C", "C", "N", "N", "H", "H", "H", "H", "H", "H", "H", "H", "H", "H", "H", "H"],
  "positions_angstrom": [[1.89333, -0.56846, 0.68442], [2.18090, -1.45549, 1.73461], [0.34209, -0.27943, 0.49930], [0.29804, 0.65295, -0.64430], [-1.14984, 1.02317, -1.05805], [-1.98866, 1.53210, 0.06655], [-0.39537, -1.50242, 0.40185], [2.43604, 0.38464, 1.03839], [2.06348, -1.04021, -0.28348], [0.08774, 0.22258, 1.43490], [0.83651, 0.24816, -1.46000], [0.68022, 1.60834, -0.34228], [-1.53055, 0.22385, -1.55388], [-0.96764, 1.78408, -1.84814], [-2.88425, 1.91934, -0.31430], [-2.46026, 0.67795, 0.47967], [2.17356, -2.33344, 1.41942], [-1.44934, -1.17306, 0.32294], [-0.16601, -1.92466, -0.57763]],
  "total_charge": 1,
  "spin_multiplicity": 2,
  "s_squared": 0.75,
  "homo_ev": [-14.18, -14.12],
  "orbital_gap_ev": [10.846, 4.950]
}

2:
{
  "formula": "C4H12N2O",
  "method": "ωB97M-V/def2-TZVPD",
  "species": ["C", "N", "C", "C", "O", "C", "N", "H", "H", "H", "H", "H", "H", "H", "H", "H", "H", "H", "H"],
  "positions_angstrom": [[-1.77806, 2.20631, 0.46875], [-1.38984, 0.76231, 0.35151], [-0.16827, -0.07334, 0.37194], [-0.28581, -1.64594, 0.30506], [0.96140, -2.09844, -0.16100], [0.63857, 0.46065, -0.81481], [2.04019, 0.43434, -0.48876], [-2.87735, 2.24741, 0.76993], [-1.21606, 2.62686, 1.26214], [-1.58213, 2.46566, -0.55073], [-2.09035, 0.32049, -0.26936], [0.50855, -0.04064, 1.30047], [-0.45041, -2.13840, 1.26408], [-1.22931, -1.92118, -0.34245], [0.86002, -3.11486, -0.31104], [0.46039, -0.04740, -1.76453], [0.32147, 1.55262, -1.01236], [2.37599, 1.26019, -0.06154], [2.23705, -0.48588, -0.02151]],
  "total_charge": 1,
  "spin_multiplicity": 2,
  "s_squared": 0.76,
  "homo_ev": [-13.91, -13.21],
  "orbital_gap_ev": [11.060, 5.980]
}

3:
{
  "formula": "C4H12N2O",
  "method": "ωB97M-V/def2-TZVPD",
  "species": ["C", "N", "C", "C", "O", "C", "N", "H", "H", "H", "H", "H", "H", "H", "H", "H", "H", "H", "H"],
  "positions_angstrom": [[-0.67927, -1.13925, 2.13383], [0.31845, -0.15333, 1.51847], [0.12461, 0.16233, 0.14309], [0.07699, -0.99324, -0.81940], [-0.42052, -0.54726, -2.08513], [0.81037, 1.32157, -0.47643], [0.00179, 2.21932, -1.11706], [-0.24035, -2.14612, 2.41340], [-1.53257, -1.44088, 1.35849], [-1.31803, -0.66949, 2.84180], [1.29241, -0.48922, 1.70780], [-0.90151, 0.51421, -0.02142], [-0.63004, -1.80263, -0.28134], [1.03295, -1.40155, -0.92481], [-0.13348, -1.27986, -2.69849], [1.52285, 0.77723, -1.13769], [1.34168, 2.01327, 0.23679], [-0.51800, 1.88752, -1.91275], [-0.14834, 3.16738, -0.87917]],
  "total_charge": 1,
  "spin_multiplicity": 2,
  "s_squared": 0.76,
  "homo_ev": [-14.29, -13.28],
  "orbital_gap_ev": [11.684, 5.237]
}

Stability check: which of them is least stable? 1.

1:
{
  "formula": "C18H38F2NO12",
  "method": "ωB97M-V/def2-TZVPD",
  "species": ["N", "H", "H", "H", "H", "C", "C", "O", "C", "O", "O", "F", "H", "H", "H", "C", "C", "O", "C", "O", "O", "F", "H", "H", "H", "C", "O", "C", "C", "O", "C", "C", "O", "C", "H", "H", "H", "H", "H", "H", "H", "H", "H", "H", "H", "H", "H", "H", "C", "O", "C", "C", "O", "C", "C", "O", "C", "H", "H", "H", "H", "H", "H", "H", "H", "H", "H", "H", "H", "H", "H"],
  "positions_angstrom": [[0.07070, 0.10583, -0.58349], [0.29270, -0.22517, -1.37249], [-0.82830, -0.30417, -0.44249], [-0.22530, 1.03483, -0.60949], [0.60970, -0.04417, 0.12351], [4.53770, -0.82217, 3.11751], [5.31970, 0.28183, 2.48451], [4.56070, 0.65783, 1.24851], [3.69370, -0.29717, 1.13251], [3.14770, -0.50717, 0.01251], [3.67470, -1.16417, 2.11151], [6.51270, -0.29517, 2.13351], [3.86770, -0.54217, 3.88651], [5.09570, -1.69817, 3.51051], [5.68370, 1.14583, 3.19051], [-1.51130, -4.70317, 2.87151], [-1.33530, -5.58817, 1.52251], [-0.40330, -4.84417, 0.86451], [-0.13130, -3.65417, 1.54651], [0.58870, -2.75317, 1.17051], [-0.85930, -3.44317, 2.54851], [-2.37430, -5.63017, 0.80351], [-1.09630, -5.39817, 3.51451], [-2.40930, -4.62917, 3.21651], [-1.00230, -6.61117, 1.60651], [-1.99830, 3.37283, -0.99049], [-2.29430, 1.97283, -1.01849], [-3.48830, 1.50983, -1.66549], [-3.89030, 0.13383, -1.12249], [-3.05030, -0.67917, -1.41549], [-3.18130, -2.02317, -0.87049], [-2.36330, -2.89917, -1.75249], [-1.03630, -2.46317, -1.83149], [-0.11030, -3.14117, -2.54449], [-2.18630, 3.79383, -1.99849], [-1.03330, 3.74583, -1.09649], [-2.44530, 4.03983, -0.23749], [-3.39530, 1.66383, -2.73349], [-4.16530, 2.25883, -1.40949], [-4.79130, -0.07417, -1.61249], [-4.17530, 0.17783, -0.06649], [-4.33730, -2.29817, -0.90749], [-2.77930, -2.15517, 0.06051], [-2.94030, -2.95917, -2.82249], [-2.53830, -3.84917, -1.38149], [-0.19630, -4.01517, -1.90249], [0.79370, -2.91417, -2.29849], [-0.41630, -3.45017, -3.63449], [1.20070, 2.58583, -3.84949], [1.32170, 2.51083, -2.46349], [2.18570, 3.42583, -1.92049], [2.53670, 3.07383, -0.51849], [1.53270, 2.89983, 0.10851], [1.60370, 2.85283, 1.54251], [0.13970, 2.70083, 2.06051], [-0.33130, 1.33483, 2.08751], [-1.79230, 1.13383, 2.13051], [1.05570, 3.56083, -4.22749], [0.20170, 2.01583, -4.32349], [2.04870, 2.10783, -4.34749], [1.80470, 4.45083, -2.16449], [3.23170, 3.45183, -2.60749], [3.26370, 3.95983, -0.12149], [3.18270, 2.26783, -0.42249], [2.26270, 3.69283, 1.91351], [2.11270, 1.82683, 1.81251], [-0.57330, 3.43383, 1.41751], [0.04370, 3.23683, 3.02951], [-2.02830, 0.22883, 2.42151], [-2.18130, 1.54383, 1.25551], [-2.28330, 1.88383, 2.83051]],
  "total_charge": 1,
  "homo_ev": -11.92,
  "orbital_gap_ev": 10.266
}

2:
{
  "formula": "C18H38F2NO12",
  "method": "ωB97M-V/def2-TZVPD",
  "species": ["N", "H", "H", "H", "H", "C", "C", "O", "C", "O", "O", "F", "H", "H", "H", "C", "C", "O", "C", "O", "O", "F", "H", "H", "H", "C", "O", "C", "C", "O", "C", "C", "O", "C", "H", "H", "H", "H", "H", "H", "H", "H", "H", "H", "H", "H", "H", "H", "C", "O", "C", "C", "O", "C", "C", "O", "C", "H", "H", "H", "H", "H", "H", "H", "H", "H", "H", "H", "H", "H", "H"],
  "positions_angstrom": [[0.34382, -0.17268, 0.20142], [0.18882, 0.74632, -0.36158], [-0.28618, -0.36968, 0.85242], [1.29182, -0.36868, 0.45542], [-0.01618, -0.83868, -0.40358], [-2.27818, 2.22832, -5.09258], [-1.41118, 1.40232, -6.03758], [-0.53818, 0.72032, -5.29558], [-0.89818, 0.84232, -4.07358], [-0.18318, 0.25132, -3.16758], [-1.93518, 1.72332, -3.78958], [-0.71718, 2.15732, -6.92358], [-3.38318, 2.02632, -5.14958], [-2.20918, 3.24432, -5.18858], [-1.98118, 0.58232, -6.50158], [-0.88518, -0.58868, 5.81542], [-0.54118, -2.03968, 6.14042], [-0.17918, -2.72568, 4.87042], [-0.50818, -1.82368, 3.88642], [-0.44318, -2.04568, 2.67042], [-1.01918, -0.68568, 4.35742], [-1.50418, -2.57168, 6.86142], [-0.05218, 0.01532, 5.83042], [-1.90218, -0.22168, 6.23842], [0.46082, -1.93268, 6.88042], [-1.85618, 2.82632, 0.09942], [-1.95318, 1.54032, 0.74542], [-3.20418, 0.87932, 0.69742], [-3.00318, -0.08968, -0.57058], [-2.30218, -1.06768, -0.33258], [-2.46818, -2.17768, -1.23058], [-1.78518, -3.44168, -0.76758], [-0.44418, -3.13168, -0.04558], [0.03582, -4.31768, 0.60142], [-0.87818, 3.26032, 0.10642], [-2.48118, 3.64532, 0.37442], [-1.87518, 2.63632, -1.13758], [-4.14718, 1.44932, 0.67042], [-3.16718, 0.14332, 1.56742], [-2.45018, 0.42932, -1.28058], [-4.07318, -0.34968, -1.00558], [-2.07318, -2.03268, -2.26158], [-3.49418, -2.40968, -1.44058], [-1.56918, -4.11868, -1.46958], [-2.31418, -4.02168, 0.02942], [0.97182, -4.28568, 1.08042], [0.09982, -5.01668, -0.13158], [-0.51918, -4.70468, 1.55642], [1.58482, 1.71832, 3.23642], [1.69782, 1.94032, 1.89542], [2.54682, 3.13032, 1.57942], [2.63382, 3.04732, 0.01242], [3.02582, 1.92232, -0.16258], [3.01382, 1.49532, -1.62058], [3.74782, 0.16632, -1.85058], [2.99682, -0.87868, -1.20258], [3.57082, -2.16468, -1.40358], [0.92882, 0.70232, 3.50042], [1.41582, 2.45632, 3.71142], [2.67282, 1.31232, 3.55042], [3.55482, 3.01332, 2.05642], [2.06382, 4.09532, 1.90642], [3.39682, 3.73132, -0.47758], [1.76982, 3.24132, -0.62058], [3.60082, 2.18532, -2.23558], [1.98782, 1.38432, -1.93558], [4.74382, 0.31532, -1.51258], [3.78482, -0.33168, -2.80658], [4.48182, -2.16168, -1.33958], [3.22982, -2.54668, -2.48058], [3.08782, -2.97368, -0.73058]],
  "total_charge": 1,
  "homo_ev": -11.78,
  "orbital_gap_ev": 10.022
}

Stability check: which of them is least stable? 2.

1:
{
  "formula": "C2H5ClN2O2",
  "method": "ωB97M-V/def2-TZVPD",
  "species": ["C", "C", "N", "O", "H", "H", "H", "H", "H", "O", "N", "Cl"],
  "positions_angstrom": [[1.77266, -0.95093, -0.20210], [1.07918, 0.38465, -0.35491], [0.29071, 0.70830, 0.59722], [-0.53627, 1.78312, 0.31160], [0.99155, -1.79645, 0.05105], [2.49207, -0.88347, 0.69523], [2.53138, -1.24336, -0.91200], [1.04941, 0.95888, -1.30860], [-1.17063, 2.15152, 1.01298], [-2.50263, 0.74420, -0.26222], [-2.87047, -0.32967, -0.49526], [-3.12697, -1.52681, 0.86700]],
  "smiles": "C/C=N/O.O=NCl",
  "homo_ev": -9.68,
  "orbital_gap_ev": 8.941
}

2:
{
  "formula": "C2H5ClN2O2",
  "method": "ωB97M-V/def2-TZVPD",
  "species": ["C", "C", "N", "N", "O", "O", "Cl", "H", "H", "H", "H", "H"],
  "positions_angstrom": [[-0.00127, 1.20560, -1.12969], [0.42575, 0.54969, 0.19094], [-0.18151, -0.65365, 0.35173], [0.21650, -1.86909, 0.81183], [1.33809, -2.15079, 0.51551], [-0.56399, -2.52821, 1.37046], [-2.27417, -0.16414, 1.15460], [0.79329, 1.68254, -1.67368], [-0.45483, 0.31681, -1.74922], [-0.84109, 1.89094, -0.99668], [1.50286, 0.57265, 0.13527], [0.04037, 1.14767, 1.01894]],
  "homo_ev": [-10.72, -10.94],
  "orbital_gap_ev": [7.871, 7.933]
}

3:
{
  "formula": "C2H5ClN2O2",
  "method": "ωB97M-V/def2-TZVPD",
  "species": ["O", "N", "C", "C", "Cl", "N", "O", "H", "H", "H", "H", "H"],
  "positions_angstrom": [[-2.42341, -0.88645, -0.32060], [-1.10632, -1.23219, -0.18341], [-0.29146, -0.36478, 0.27539], [1.10075, -0.83341, 0.53837], [2.30449, 0.15866, -0.35240], [-0.59727, 0.94490, 0.68301], [-1.48808, 1.62712, -0.15686], [-2.52786, 0.03534, -0.11143], [1.18390, -1.84960, 0.20369], [1.38360, -0.77179, 1.58866], [0.23348, 1.53776, 0.82569], [-1.08808, 1.62579, -1.07570]],
  "smiles": "O/N=C(/CCl)NO",
  "homo_ev": -9.43,
  "orbital_gap_ev": 9.908
}

Stability check: which of them is least stable? 2.

1:
{
  "formula": "C6H24O6",
  "method": "ωB97M-V/def2-TZVPD",
  "species": ["C", "O", "H", "H", "H", "H", "C", "O", "H", "H", "H", "H", "C", "O", "H", "H", "H", "H", "C", "O", "H", "H", "H", "H", "C", "O", "H", "H", "H", "H", "C", "O", "H", "H", "H", "H"],
  "positions_angstrom": [[-0.47063, -1.16442, 3.62191], [-1.48860, -0.51881, 2.80208], [-0.89281, -1.32941, 4.59589], [-0.13186, -2.13800, 3.16319], [0.38016, -0.45370, 3.64404], [-1.46855, -0.80287, 1.89154], [1.05144, 1.63635, 0.26495], [1.72103, 0.41561, 0.26663], [0.15957, 1.74309, -0.38180], [0.72608, 1.78958, 1.29160], [1.67828, 2.51977, -0.00904], [1.39172, -0.06215, -0.59374], [1.49547, 0.17491, -3.55465], [1.56141, -0.71958, -2.41655], [2.43922, 0.32420, -4.09091], [0.78855, -0.24988, -4.22485], [1.12431, 1.14509, -3.22415], [2.52475, -0.68966, -2.05682], [-4.32594, 1.52352, 1.10330], [-4.33558, 0.19815, 1.65201], [-5.00234, 1.68469, 0.26244], [-4.74046, 2.27207, 1.81097], [-3.34267, 1.81913, 0.80643], [-3.55588, 0.13106, 2.27567], [5.23320, -0.07780, -0.53652], [4.27835, -1.01164, -1.15362], [5.89445, -0.65224, 0.04904], [5.79732, 0.25177, -1.40754], [4.68607, 0.76691, -0.09643], [3.66848, -1.48760, -0.49364], [-2.69597, -1.19609, -1.23832], [-2.52475, -1.16525, 0.18600], [-3.18380, -2.16824, -1.56212], [-3.37134, -0.45104, -1.68298], [-1.68348, -1.02222, -1.62394], [-3.38518, -1.03529, 0.65991]],
  "smiles": "CO.CO.CO.CO.CO.CO",
  "homo_ev": -9.97,
  "orbital_gap_ev": 10.716
}

2:
{
  "formula": "C6H24O6",
  "method": "ωB97M-V/def2-TZVPD",
  "species": ["C", "O", "H", "H", "H", "H", "C", "O", "H", "H", "H", "H", "C", "O", "H", "H", "H", "H", "C", "O", "H", "H", "H", "H", "C", "O", "H", "H", "H", "H", "C", "O", "H", "H", "H", "H"],
  "positions_angstrom": [[-24.06593, -23.85864, -4.25966], [-22.67315, -23.77890, -4.22988], [-24.42886, -24.76358, -3.77236], [-24.45011, -22.91861, -3.86362], [-24.41353, -24.02641, -5.27904], [-22.46432, -22.85456, -4.07625], [-22.86038, -20.45425, -9.43482], [-23.41623, -21.20113, -8.31486], [-21.83507, -20.26091, -9.11945], [-22.80184, -21.00414, -10.37412], [-23.39345, -19.54760, -9.72106], [-23.24885, -20.84376, -7.43972], [-21.64807, -17.22041, -1.34675], [-21.13566, -18.36589, -2.02015], [-21.65535, -16.33682, -1.98497], [-22.65191, -17.46739, -1.00122], [-21.11011, -16.80249, -0.49584], [-21.23370, -19.17483, -1.51261], [-25.49315, -14.56269, -5.99671], [-24.47892, -13.79894, -6.51519], [-25.70289, -15.43825, -6.61112], [-25.11836, -14.86928, -5.02016], [-26.37266, -13.92812, -5.88779], [-24.51112, -12.95261, -6.06318], [-21.55870, -17.01046, -6.36392], [-21.93853, -18.27039, -5.86207], [-20.47286, -16.91528, -6.36246], [-22.02189, -16.83802, -7.33543], [-22.01015, -16.28142, -5.69102], [-21.76264, -18.29833, -4.91874], [-21.33811, -10.94238, -4.39435], [-21.10398, -12.34534, -4.68977], [-20.63568, -10.40025, -3.76127], [-21.38494, -10.37427, -5.32341], [-22.28813, -10.89930, -3.86171], [-21.82265, -12.70882, -5.21224]],
  "smiles": "CO.CO.CO.CO.CO.CO",
  "homo_ev": -10.09,
  "orbital_gap_ev": 10.397
}

Stability check: which of them is least stable? 2.